Entry 1:
20
Properties=species:S:1:pos:R:3:forces:R:3:lowdin_charge:R:1 method="wB97M-V/def2-TZVPD" multiplicity=1
C -2.74541 0.65969 0.45956 -1.928 -2.101 -1.011 -0.089
C -2.59710 -0.44100 -0.43144 3.144 -0.279 0.840 -0.019
C -1.68633 1.41056 0.86505 0.700 2.004 1.387 -0.074
C -1.21465 -0.77922 -0.65676 -0.157 0.536 -0.489 0.000
C -0.38890 1.19441 0.42085 0.776 -0.193 0.622 0.003
C -0.13118 0.01173 -0.23657 -0.980 0.638 0.069 -0.194
C 2.40597 0.68088 -0.32032 -0.437 -2.003 1.115 -0.494
C 1.27616 -0.35822 -0.41203 -1.117 0.223 1.416 -0.139
N 1.56831 -1.51892 -0.90653 -0.873 0.124 -0.465 0.243
O 3.05119 0.54341 0.83047 1.555 2.447 -2.102 0.146
O 2.61599 1.36001 -1.28475 0.424 0.364 0.622 0.155
F 1.30219 -0.97926 1.70696 0.580 0.473 -0.970 -0.429
H -3.76400 0.80147 0.85930 0.716 0.335 -0.170 0.115
H -3.38505 -1.14176 -0.73725 0.291 0.706 0.105 0.107
H -1.86286 2.17301 1.65724 0.143 -0.393 -0.958 0.127
H -0.78063 -1.57130 -1.25400 -1.557 -0.674 -0.275 0.090
H 0.52677 1.76262 0.67369 -1.194 0.169 0.336 0.138
H 0.75831 -2.07051 -1.11665 0.254 -0.743 -0.114 0.108
H 2.71520 -0.16748 1.39627 -1.776 -1.079 0.598 0.070
H 2.33603 -1.57010 -1.51308 1.436 -0.553 -0.557 0.136

Entry 2:
13
Properties=species:S:1:pos:R:3:forces:R:3:lowdin_charge:R:1 method="wB97M-V/def2-TZVPD" multiplicity=1
O 1.97766 -1.40416 0.27663 0.049 1.744 -0.288 0.081
C 1.51475 -0.29925 0.00801 -0.757 -3.272 -0.269 -0.444
O 2.23719 0.82118 -0.15454 -0.145 0.842 -0.042 0.104
C 0.04631 -0.16637 -0.21991 0.849 -0.873 0.750 -0.101
N -0.87315 -1.22812 -0.12363 -1.396 0.661 -0.226 0.109
C -2.13313 -0.69900 0.00038 2.357 0.701 0.697 -0.139
N -2.02951 0.60496 0.15023 -0.570 1.519 -0.344 0.123
C -0.71231 0.94699 -0.00292 -0.364 -0.707 -0.099 -0.340
O -0.16331 2.16834 0.08655 -1.319 0.293 0.304 0.104
H 3.20309 0.74028 -0.04236 -0.601 -0.630 0.147 0.153
H -0.81477 -2.20014 -0.26843 1.112 -0.979 -0.232 0.136
H -3.03789 -1.31073 0.10767 0.556 0.448 -0.237 0.133
H 0.78508 2.02602 0.18233 0.229 0.254 -0.162 0.082

Entry 3:
72
Properties=species:S:1:pos:R:3:forces:R:3:mulliken_spin:R:1 method="wB97M-V/def2-TZVPD" total_charge=+3 s_squared=0.76 multiplicity=2
Re 0.73808 0.84380 0.42632 0.151 -0.030 -0.228 0.846
C 0.12437 0.76111 4.25072 -0.028 -0.022 -0.086 0.009
C 0.84156 1.72080 3.35989 0.105 -0.041 0.150 -0.027
C 0.68455 3.09608 3.52770 -0.060 0.044 -0.050 0.000
C 1.40852 3.99083 2.76376 -0.059 0.000 0.056 0.015
C 2.35477 3.55493 1.81914 0.097 -0.057 -0.037 0.007
C 2.58980 2.20898 1.66788 0.012 0.003 -0.005 0.043
C 1.78443 1.26616 2.39363 -0.171 -0.033 -0.074 0.059
H -0.93218 1.01110 4.33054 -0.067 -0.003 0.002 0.000
H 0.53855 0.83388 5.26016 0.027 0.015 -0.006 0.001
H 0.23288 -0.27381 3.92585 -0.010 0.000 -0.006 0.005
H -0.01227 3.46631 4.26840 -0.003 -0.004 -0.009 0.001
H 1.26128 5.05260 2.91491 -0.002 0.006 -0.003 -0.002
H 2.95096 4.27735 1.27726 -0.005 -0.001 -0.006 0.002
H 3.41866 1.86281 1.06122 -0.017 0.001 -0.023 -0.009
H 2.17182 0.24805 2.51252 -0.014 0.020 0.010 -0.026
N 2.00241 -2.76355 0.68645 0.070 0.179 -0.137 -0.001
C 2.38633 -2.15075 -0.42489 -0.068 -0.072 0.238 0.002
S 2.24933 -0.37612 -0.65863 0.091 -0.135 -0.006 0.007
N 2.92728 -2.79785 -1.42139 0.051 0.177 -0.151 0.002
C 3.23329 -4.20757 -1.42987 0.086 -0.155 0.045 -0.002
C 2.20645 -5.13034 -1.28768 -0.011 -0.073 0.002 0.001
C 2.52164 -6.48125 -1.30203 0.009 -0.032 -0.001 0.000
C 3.83976 -6.88727 -1.46828 0.001 0.034 0.000 0.000
C 4.85217 -5.94786 -1.62424 -0.047 -0.028 0.004 0.000
C 4.55503 -4.59395 -1.60411 -0.035 0.016 0.001 0.001
H 1.73103 -2.22870 1.49182 0.009 0.019 0.043 0.000
H 2.17802 -3.75592 0.80509 0.030 -0.029 -0.014 -0.001
H 3.22192 -2.25330 -2.22524 -0.022 0.019 0.019 0.000
H 1.17283 -4.81254 -1.20301 0.019 0.014 -0.015 0.000
H 1.73540 -7.21675 -1.20117 0.005 -0.002 -0.002 0.000
H 4.07781 -7.94189 -1.48558 0.001 -0.001 -0.003 0.000
H 5.87537 -6.26834 -1.76269 0.001 -0.001 0.003 0.000
H 5.33898 -3.85608 -1.72226 -0.017 0.008 0.001 0.000
O 0.58446 2.01102 -1.17277 0.086 -0.040 -0.009 -0.015
C -0.35566 2.79070 -0.69371 0.056 0.029 -0.217 0.059
N -0.63449 2.47923 0.54953 -0.321 0.227 0.242 -0.010
S -1.97719 3.42134 1.08979 -0.060 -0.103 0.121 -0.001
O -1.52493 4.29452 2.11534 -0.002 0.016 0.022 0.001
O -3.05444 2.51642 1.32758 0.058 0.135 -0.052 0.000
C -2.10831 4.26823 -0.45813 -0.031 0.023 0.035 0.011
C -3.00130 5.25707 -0.78992 -0.029 0.027 0.001 -0.004
C -2.88801 5.79932 -2.07383 0.018 -0.022 0.002 0.018
C -1.91610 5.36122 -2.96966 -0.015 0.002 0.014 -0.007
C -1.01793 4.36078 -2.61855 0.021 -0.006 -0.014 0.014
C -1.12733 3.82164 -1.34470 0.063 -0.046 -0.038 0.003
H -3.75764 5.60588 -0.09946 0.002 0.001 -0.002 0.000
H -3.57319 6.58001 -2.37656 -0.003 0.001 0.006 0.000
H -1.85971 5.81063 -3.95152 0.005 -0.004 0.000 0.000
H -0.25636 4.02190 -3.30828 -0.004 0.002 0.003 0.000
C -2.96023 -0.56829 2.18824 0.019 -0.019 0.005 0.002
C -1.91124 -1.42447 1.48712 -0.031 -0.081 0.024 0.004
As -1.26294 -0.63551 -0.17660 0.107 -0.032 0.206 -0.018
C -0.80436 -2.09412 -1.38112 -0.107 0.055 -0.065 0.004
C -0.46455 -1.62675 -2.79290 -0.007 -0.006 0.029 -0.002
C -2.74178 0.29399 -1.02595 0.021 0.089 0.014 0.010
C -3.85882 -0.67920 -1.39868 0.002 -0.019 0.012 -0.001
H -3.24619 -1.03716 3.12951 0.022 -0.021 -0.016 0.000
H -3.86231 -0.46900 1.58581 0.015 0.013 0.025 0.000
H -2.59740 0.43454 2.39917 0.010 0.032 0.048 0.000
H -2.30901 -2.40583 1.22041 0.021 -0.007 -0.054 0.000
H -1.04179 -1.60355 2.12618 -0.015 0.007 -0.014 -0.004
H -1.68680 -2.73787 -1.38105 -0.014 0.002 -0.001 -0.001
H 0.00018 -2.66578 -0.92300 -0.057 0.008 0.023 0.002
H -1.30959 -1.12629 -3.26481 -0.007 0.002 0.000 0.000
H -0.21209 -2.48431 -3.41597 -0.008 -0.014 0.000 0.000
H 0.38454 -0.94093 -2.81192 -0.003 0.015 0.007 0.001
H -2.33901 0.80761 -1.90138 0.010 -0.022 -0.018 0.001
H -3.08617 1.04702 -0.31786 0.024 -0.065 0.001 0.001
H -3.56410 -1.37749 -2.18036 0.021 -0.011 -0.010 0.000
H -4.70766 -0.10878 -1.77475 0.001 -0.003 -0.010 0.001
H -4.21136 -1.24867 -0.53748 0.005 -0.001 -0.029 0.000

For the records above, the corresponding relative energy (zero: lowest compared OMol25 entry of this formula, charge and spin) values read 35.3, 27.8, 94.8 kJ/mol.
For the records above, the corresponding electronic energy values read -614.69506, -490.07327, -4549.28087 Ha.